Here is C4H8ClNO4 in the gas phase from OMol25. Energies are from wB97M-V/def2-TZVPD.

Results
Molar mass = 169.56 g mol⁻¹
SMILES = C[C@@H]([C@H](Cl)C(O)O)[N+](=O)[O-]
Electronic energy = -26476.337 eV
Largest force on an atom = 5.026 eV/A
Relative energy (zero: lowest compared OMol25 entry of this formula, charge and spin) = 22.3 kJ/mol
Frontier orbital gap = 10.46 eV

Positions of all 18 atoms, in Å:
C (-1.265775, -1.842861, 0.453942)
C (-0.709439, -0.451210, 0.386292)
C (0.716527, -0.285254, -0.506322)
C (1.273206, 1.198507, -0.206904)
N (-1.656798, 0.438757, -0.202010)
O (-2.731180, 0.416816, 0.307692)
O (-1.389081, 1.040773, -1.209256)
O (1.629291, 1.435386, 1.093923)
O (2.162025, 1.467557, -1.242391)
Cl (1.809391, -1.452875, 0.141609)
H (-2.068431, -1.745608, 1.326534)
H (-1.721899, -2.070797, -0.513834)
H (-0.544525, -2.480663, 0.943427)
H (-0.428052, -0.037014, 1.398762)
H (0.579056, -0.465743, -1.571878)
H (0.256926, 1.794714, -0.272553)
H (2.290299, 0.852838, 1.442565)
H (1.798465, 2.186684, -1.769599)

Forces on the atoms, in the same order (eV/Å):
-2.141 1.222 2.797
5.022 0.128 -0.145
-2.001 1.329 2.291
-4.415 -0.696 -1.186
-0.856 -0.276 -0.730
-2.065 0.617 0.959
0.089 0.736 -1.073
0.089 0.650 0.022
0.452 0.527 0.407
1.100 -0.944 0.335
1.089 -0.476 -2.229
0.245 -0.734 0.411
0.303 -0.545 -0.826
-0.452 -0.456 -1.011
-0.068 0.202 0.239
2.599 -0.546 -0.324
0.819 -0.781 -0.044
0.191 0.043 0.108

Mulliken atomic charge list, values in e, 8 entries: C -1.287; C -0.041; C -0.022; C -0.055; N 0.954; O -0.594; O -0.573; O -0.490

---

Here is a molecular structure, C2F3NO5PbS from OMol25. Energies are from wB97M-V/def2-TZVPD.

Results
Molar mass = 414.29 g mol⁻¹
Multiplicity = 2
Electronic energy = -38036.110 eV
Charge = -1
Largest force on an atom = 2.838 eV/A
Frontier orbital gap (alpha / beta) = 5.07 / 7.48 eV

Positions of all 13 atoms, in Å:
Pb (1.853825, -1.951716, -0.285215)
N (-0.517239, -0.550196, -1.438143)
S (-1.124736, -1.149334, -0.120829)
O (-2.499369, -1.631279, -0.299500)
O (-0.145605, -2.065806, 0.584358)
C (-1.358247, 0.136488, 1.234352)
F (-2.087063, 1.143340, 0.761683)
F (-0.181177, 0.617196, 1.628562)
F (-1.979647, -0.369700, 2.296839)
O (0.891900, -0.469521, -1.344364)
O (3.123769, 1.386527, -0.472978)
C (2.311129, 1.999677, -1.058636)
O (1.712459, 2.904324, -1.486128)

Forces on the atoms, in the same order (eV/Å):
2.404 -1.473 0.322
-0.643 -0.513 0.888
-1.153 -0.515 -0.898
1.626 0.590 0.388
-1.911 0.518 0.320
0.147 -0.705 -0.740
-0.194 0.304 -0.003
0.316 0.238 0.156
-0.178 -0.059 0.400
-0.319 1.818 -0.817
-1.166 -0.288 -1.047
1.608 1.178 1.505
-0.536 -1.092 -0.475

Mulliken atomic charge list, values in e, 8 entries: Pb 0.241; N -0.398; S 0.963; O -0.631; O -0.609; C 0.674; F -0.244; F -0.243

---

Here is C5H10O in the gas phase from OMol25. Energies are from wB97M-V/def2-TZVPD.

Results
Molar mass = 86.13 g mol⁻¹
Electronic energy = -7391.888 eV
Largest force on an atom = 0.565 eV/A
Relative energy (zero: lowest compared OMol25 entry of this formula, charge and spin) = 277.6 kJ/mol
Frontier orbital gap = 9.45 eV

Positions of all 16 atoms, in Å:
C (1.650815, 0.690438, -0.888906)
C (0.312707, 1.408885, -1.059741)
C (-0.657573, 1.110621, 0.093271)
C (-1.004692, -0.353932, 0.027302)
C (-0.968795, -2.284693, 1.300442)
O (-0.852410, -0.858936, 1.224332)
H (1.508076, -0.397441, -0.879611)
H (2.136045, 0.971582, 0.053752)
H (2.338288, 0.929903, -1.707181)
H (-0.157475, 1.080720, -1.994256)
H (0.475036, 2.490026, -1.137190)
H (-1.592277, 1.666710, -0.068514)
H (-0.238035, 1.416187, 1.064557)
H (-1.249152, -2.662423, 0.315331)
H (-1.712105, -2.545503, 2.057205)
H (0.011547, -2.662144, 1.599208)

Forces on the atoms, in the same order (eV/Å):
0.037 -0.029 0.016
0.015 0.087 -0.102
-0.032 -0.069 -0.073
0.113 0.248 0.495
-0.027 -0.326 0.081
0.043 0.160 -0.470
0.027 0.169 0.002
-0.077 -0.028 -0.126
-0.101 -0.033 0.123
0.066 0.085 0.117
-0.036 -0.136 0.031
0.086 -0.108 -0.013
-0.062 -0.082 -0.132
0.016 -0.001 0.170
0.087 0.109 -0.096
-0.154 -0.046 -0.023

Mulliken atomic charge list, values in e, 8 entries: C -1.088; C -0.441; C -0.108; C -0.597; C -0.554; O -0.106; H 0.286; H 0.295

---

Here is a molecular structure, C7H5CoN2O5S from OMol25. Energies are from wB97M-V/def2-TZVPD.

Results
Molar mass = 288.13 g mol⁻¹
Multiplicity = 4
Electronic energy = -69011.727 eV
Charge = +1
Largest force on an atom = 1.273 eV/A
Frontier orbital gap (alpha / beta) = 8.66 / 9.00 eV

Positions of all 21 atoms, in Å:
Co (0.872643, 0.881330, -1.914219)
O (-2.047443, 2.644690, -0.471919)
C (-1.032062, 1.840385, -0.813316)
O (-0.015059, 2.433632, -1.501959)
C (-0.474183, 0.988008, 0.391314)
C (-1.087554, 0.472814, 1.526122)
C (-0.480008, -0.615385, 2.140883)
C (0.636376, -1.235499, 1.565472)
C (1.174958, -0.638425, 0.449234)
N (0.679438, 0.496538, 0.000523)
C (2.140244, -1.169795, -0.602175)
O (2.959114, -2.150482, -0.371167)
O (2.115998, -0.661572, -1.725493)
H (-2.084635, 3.378033, -1.104336)
H (-2.018204, 0.886292, 1.891364)
H (-0.924266, -1.042499, 3.030523)
H (1.009087, -2.173518, 1.957361)
H (2.913842, -2.490839, 0.535684)
O (-0.963657, -1.768042, -1.452199)
S (-1.917995, -0.738780, -1.795509)
N (-1.456639, 0.663105, -1.736179)

Forces on the atoms, in the same order (eV/Å):
0.577 -0.047 -1.134
-0.172 -0.100 0.140
1.105 0.333 0.064
-0.820 0.486 0.375
-0.325 0.314 -0.051
-0.034 0.178 0.058
0.020 -0.015 -0.033
0.102 -0.175 0.121
0.492 -0.187 0.010
-0.509 -0.390 -0.157
-0.155 0.094 0.254
-0.037 -0.148 0.074
0.369 -0.267 0.255
-0.003 -0.049 -0.007
0.006 -0.041 -0.005
0.006 -0.009 -0.028
-0.043 0.039 0.040
0.003 0.082 -0.045
0.162 -0.195 0.159
-0.390 -0.680 -0.437
-0.355 0.776 0.346

Mulliken atomic charge list, values in e, 8 entries: Co 0.455; O -0.462; C 1.145; O -0.753; C 0.188; C -0.718; C -0.440; C -0.466

---

Here is a molecular structure, C4H7N2S2 from OMol25. Energies are from wB97M-V/def2-TZVPD.

Results
Molar mass = 147.25 g mol⁻¹
Electronic energy = -28901.759 eV
Charge = +1
Largest force on an atom = 3.203 eV/A
Relative energy (zero: lowest compared OMol25 entry of this formula, charge and spin) = 389.7 kJ/mol
Frontier orbital gap = 7.75 eV

Positions of all 15 atoms, in Å:
C (-0.601263, 1.215844, 0.562433)
C (-1.129964, -1.377497, 0.168554)
C (1.001029, 1.575240, -0.956210)
C (0.612162, 0.601352, 1.077780)
N (-0.320235, 1.800490, -0.554312)
N (1.661032, 0.886497, 0.272297)
S (-0.459035, -2.704412, -0.663297)
S (-2.724027, -1.610326, 0.583787)
H (-1.638382, 1.271656, 0.993658)
H (1.088028, 0.844016, -1.744600)
H (1.276044, 2.529141, -1.370122)
H (0.778015, 0.004434, 1.937406)
H (0.922722, -2.509313, -0.649405)
H (2.515464, 0.320441, 0.215035)
H (-2.981589, -2.847563, 0.126995)

Forces on the atoms, in the same order (eV/Å):
-0.254 1.276 -0.735
0.879 -1.118 -0.030
-0.124 -0.569 1.109
2.366 0.346 -1.748
-1.323 -0.772 0.548
-3.199 0.130 -0.101
0.660 0.096 0.143
-0.049 0.598 0.047
1.519 -0.193 -0.204
-0.234 -0.399 -0.465
1.542 0.422 0.427
-0.110 -0.438 0.718
-1.166 0.383 0.048
-0.349 0.551 0.380
-0.159 -0.314 -0.138

Mulliken atomic charge list, values in e, 8 entries: C -0.251; C 0.054; C -0.335; C -0.025; N -0.299; N -0.110; S -0.104; S -0.113

---

Here is 16 unconnected molecules or ions with the total composition H32O16 from OMol25. Energies are from wB97M-V/def2-TZVPD.

Results
Molar mass = 288.24 g mol⁻¹
Electronic energy = -33280.395 eV
Largest force on an atom = 2.984 eV/A
Relative energy (zero: lowest compared OMol25 entry of this formula, charge and spin) = 437.9 kJ/mol
Frontier orbital gap = 9.77 eV

Positions of all 48 atoms, in Å:
O (-2.816208, 0.053896, 0.413917)
H (-2.606208, 0.943896, 0.044917)
H (-1.953208, -0.235104, 0.636917)
O (-1.204208, 1.695896, -2.736083)
H (-0.541208, 2.351896, -2.927083)
H (-1.855208, 1.915896, -3.361083)
O (0.831792, -2.700104, -1.315083)
H (0.597792, -3.517104, -0.910083)
H (0.512792, -1.976104, -0.742083)
O (-0.015208, 3.372896, 1.637917)
H (-0.890208, 3.061896, 1.850917)
H (0.108792, 3.148896, 0.707917)
O (-1.440208, -3.477104, 0.467917)
H (-1.755208, -3.016104, -0.323083)
H (-1.008208, -4.333104, 0.179917)
O (-0.236208, -0.494104, -0.136083)
H (0.254792, -0.753104, 0.634917)
H (0.025792, 0.370896, -0.411083)
O (-0.726208, 0.546896, 2.549917)
H (-1.263208, 1.278896, 2.312917)
H (-1.260208, -0.177104, 2.838917)
O (1.954792, 1.796896, 2.212917)
H (1.338792, 2.473896, 2.011917)
H (1.462792, 1.033896, 2.413917)
O (-2.320208, -2.123104, -1.727083)
H (-1.606208, -1.665104, -2.214083)
H (-2.828208, -1.355104, -1.451083)
O (0.454792, -2.413104, 1.892917)
H (1.108792, -3.058104, 1.618917)
H (-0.307208, -2.760104, 1.450917)
O (2.825792, -0.926104, 0.362917)
H (3.602792, -0.506104, 0.794917)
H (3.174792, -1.523104, -0.282083)
O (2.095792, 0.036896, -2.119083)
H (2.936792, 0.377896, -2.470083)
H (2.244792, -0.189104, -1.206083)
O (0.813792, 2.608896, -0.866083)
H (1.617792, 2.234896, -0.477083)
H (1.094792, 3.481896, -1.100083)
O (-0.316208, -0.828104, -3.390083)
H (0.371792, -1.132104, -2.751083)
H (-0.526208, 0.068896, -3.184083)
O (-2.147208, 2.539896, -0.390083)
H (-1.792208, 2.189896, -1.222083)
H (-2.257208, 3.473896, -0.505083)
O (1.742792, -0.577104, 3.515917)
H (1.569792, -0.334104, 4.384917)
H (0.928792, -0.990104, 3.279917)

Forces on the atoms, in the same order (eV/Å):
-1.489 1.272 -0.637
-0.755 -0.727 0.568
1.415 -0.874 0.177
0.815 -0.148 0.833
1.015 0.237 0.223
-1.850 0.059 -1.420
0.839 0.893 -0.578
-0.332 -0.667 0.394
-0.164 -0.375 -0.249
-0.175 0.909 0.127
-0.385 0.112 0.026
-0.249 -0.188 -0.353
0.874 -2.169 0.348
-0.291 0.364 -0.918
-1.165 1.498 0.348
-0.632 -0.838 -0.725
0.729 0.120 1.137
0.499 0.917 -0.123
1.724 -0.302 0.242
-1.102 0.456 -0.220
-0.934 -0.418 0.179
2.852 0.524 -0.706
-1.077 0.965 0.140
-0.897 -1.680 0.687
0.168 0.317 -0.281
0.214 -0.526 -0.290
-0.443 0.022 0.622
1.120 0.533 0.700
0.665 0.207 0.241
-1.750 -0.408 -0.642
0.462 1.045 0.934
-0.875 -0.340 -0.225
0.414 -0.927 -0.553
0.255 0.700 -1.231
-0.511 -0.296 0.272
0.340 -0.127 0.929
0.133 -0.529 0.175
-0.002 -0.365 0.063
0.216 0.994 -0.360
0.433 -1.820 0.245
-0.509 0.490 -0.834
0.106 0.904 0.398
-0.006 -0.279 0.462
0.174 0.128 -0.222
-0.194 0.695 -0.068
1.128 -0.458 -1.535
-0.047 1.023 2.579
-0.757 -0.919 -0.882

Mulliken atomic charge list, values in e, 8 entries: O -0.741; H 0.525; H 0.180; O -0.744; H 0.282; H 0.253; O -0.590; H 0.261

---

Here is CH4O3 in the gas phase from OMol25. Energies are from wB97M-V/def2-TZVPD.

Results
Molar mass = 64.04 g mol⁻¹
SMILES = OCOO
Electronic energy = -7240.956 eV
Largest force on an atom = 3.003 eV/A
Relative energy (zero: lowest compared OMol25 entry of this formula, charge and spin) = 356.5 kJ/mol
Frontier orbital gap = 11.82 eV

Positions of all 8 atoms, in Å:
C (0.253840, -0.531556, 0.124394)
O (1.273095, 0.565260, -0.178777)
O (-1.892863, 0.361471, 0.212052)
O (-0.915844, -0.291795, -0.565016)
H (0.667602, -1.446488, -0.314342)
H (0.129508, -0.603537, 1.199229)
H (1.290027, 0.719282, -1.121849)
H (-1.642132, 1.299614, 0.228987)

Forces on the atoms, in the same order (eV/Å):
2.088 1.545 -1.506
-1.590 -1.439 1.751
-0.268 0.237 0.713
-0.121 -0.314 -0.473
-0.191 0.076 0.184
0.038 0.284 0.019
-0.207 -0.262 -0.421
0.249 -0.127 -0.267

Listed below, in e, are the Mulliken charges computed for each atom: C -0.055; O -0.520; O -0.338; O -0.211; H 0.218; H 0.271; H 0.303; H 0.331

---

Here is C4H2F2 in the gas phase from OMol25. Energies are from wB97M-V/def2-TZVPD.

Results
Molar mass = 88.06 g mol⁻¹
Multiplicity = 3
Electronic energy = -9607.406 eV
Largest force on an atom = 3.759 eV/A
Relative energy (zero: lowest compared OMol25 entry of this formula, charge and spin) = 8.9 kJ/mol
Frontier orbital gap (alpha / beta) = 8.51 / 7.40 eV

Positions of all 8 atoms, in Å:
C (-0.822943, -2.292744, -0.322785)
C (-0.611416, -1.098013, -0.056265)
C (-0.597420, 0.423134, 0.067015)
C (0.900951, 0.516091, -0.074796)
F (1.654227, 0.448071, 1.025412)
F (1.561923, 0.146538, -1.103308)
H (-1.243390, 1.005887, -0.635506)
H (-0.841930, 0.851034, 1.100235)

Forces on the atoms, in the same order (eV/Å):
0.421 1.521 0.310
-2.102 -0.119 0.065
0.700 -1.486 1.045
-0.569 3.433 1.422
-0.331 -0.384 0.149
0.670 -1.047 -1.814
0.922 -0.804 0.099
0.290 -1.113 -1.276

Listed below, in e, are the Mulliken charges computed for each atom: C -0.010; C -0.177; C -0.104; C 0.235; F -0.232; F -0.201; H 0.277; H 0.212